Entry 1:
A gas-phase ion, C5H9N2O2S (charge +1) at a distorted geometry. Source: the OMol25 dataset; level of theory: wB97M-V/def2-TZVPD.

The molar mass is 161.21 g/mol. Its total charge is +1. The maximum force is 4.82 eV/Å. The energy above the lowest of the compared OMol25 structures with the same formula, charge and spin is 354.2 kJ/mol.

Geometry as XYZ:
```
19
C5H9N2O2S wB97M-V/def2-TZVPD
C 0.881 -1.461 -1.019
C 2.304 -1.452 0.788
C -0.261 -0.726 -0.997
C 0.990 0.580 0.721
C -2.722 0.110 0.421
N 1.600 -2.087 -0.102
N 2.188 -0.005 0.766
O -0.913 -1.331 1.523
O 0.728 1.784 0.285
S -1.571 -1.308 0.218
H 1.251 -1.659 -2.007
H 2.965 -1.863 1.468
H -0.545 -0.241 -1.869
H 0.247 0.106 1.284
H -3.155 -0.259 1.260
H -3.424 0.161 -0.474
H -2.446 1.162 0.506
H 2.908 0.459 0.334
H 1.423 2.385 0.146
```

Entry 2:
2 unconnected molecules or ions with the total composition C3H10N2 at a distorted geometry. Source: the OMol25 dataset; level of theory: wB97M-V/def2-TZVPD.

The molar mass is 74.13 g/mol. The multiplicity is 2. Its total charge is +1. The maximum force is 5.57 eV/Å. As for the expectation value of S²: 0.754. The energy above the lowest of the compared OMol25 structures with the same formula, charge and spin is 312.1 kJ/mol.

Geometry as XYZ:
```
15
C3H10N2 wB97M-V/def2-TZVPD
C 3.270 1.617 0.199
N 2.106 1.437 0.807
H 3.815 2.452 0.523
H 3.698 1.079 -0.624
H 1.823 0.447 0.749
C -1.433 -0.783 1.001
C -1.892 -0.857 -0.414
N -0.787 -0.762 -1.395
H -1.358 -1.680 1.537
H -2.141 -0.219 1.485
H -0.356 -0.488 0.940
H -2.441 0.080 -0.601
H -2.560 -1.678 -0.589
H -0.498 0.271 -1.223
H -1.244 -0.915 -2.394
```

Entry 3:
15 unconnected molecules or ions with the total composition H31O15 at a distorted geometry. Source: the OMol25 dataset; level of theory: wB97M-V/def2-TZVPD.

The molar mass is 271.23 g/mol. Its total charge is +1. The maximum force is 9.30 eV/Å. The energy above the lowest of the compared OMol25 structures with the same formula, charge and spin is 638.5 kJ/mol.

Geometry as XYZ:
```
46
H31O15 wB97M-V/def2-TZVPD
O -0.105 0.996 -2.446
H -2.884 -1.414 3.061
H -0.017 0.237 -1.983
O 1.140 -1.367 0.046
H 1.123 1.602 2.997
H 1.328 -0.884 0.907
O -1.911 2.648 2.651
H -2.279 -0.152 2.765
H -0.825 3.936 -2.478
O 2.622 -3.578 0.701
H 0.497 -2.273 -3.872
H 2.447 -3.469 -0.268
O -0.231 3.911 0.976
H -0.600 3.015 1.430
H 0.591 3.598 0.662
O -2.141 -1.072 2.843
H -1.856 3.514 2.490
H -2.504 2.698 3.540
O -3.953 -1.317 -1.856
H -1.213 -1.915 -2.241
H 0.172 -1.249 -3.130
O -1.789 -2.828 1.102
H 1.203 -0.556 -0.728
H -1.805 -2.214 0.086
O -0.335 -1.715 -3.730
H -1.723 -2.013 1.787
H 1.578 1.904 -1.427
O 2.066 -1.657 -2.915
H -0.894 4.152 -0.914
O 0.832 1.845 3.937
H 0.078 2.466 3.656
H -3.852 -0.625 -1.251
O -1.170 -1.736 -1.194
H -0.982 -3.118 1.089
H -0.203 -1.845 -0.807
O 2.166 1.096 -1.208
H -4.132 -0.687 -2.566
H 3.030 1.389 -0.954
O -0.876 3.348 -1.559
H -0.975 1.453 -2.442
H 3.590 -0.300 2.935
O 3.022 0.133 2.424
H 2.747 0.801 3.030
H 3.629 -3.552 0.673
H 2.666 -1.302 -2.200
H 2.728 -1.904 -3.619
```

Entry 4:
A molecular structure, C25H31BrN4O2 at a distorted geometry. Source: the OMol25 dataset; level of theory: wB97M-V/def2-TZVPD.

The molar mass is 499.45 g/mol. The maximum force is 19.33 eV/Å. The energy above the lowest of the compared OMol25 structures with the same formula, charge and spin is 2130.5 kJ/mol.

Geometry as XYZ:
```
63
C25H31BrN4O2 wB97M-V/def2-TZVPD
C -6.969 -0.372 -1.815
C -5.681 0.089 -1.126
C -4.401 -0.310 -1.394
C -3.401 -0.008 -0.676
C -3.578 0.803 0.197
C -4.923 1.420 0.650
C -6.044 0.935 0.041
Br -7.690 1.828 0.141
H -5.027 2.289 1.266
C -2.433 1.479 1.155
O -2.613 2.804 1.745
N -1.502 0.813 1.165
C -0.159 0.988 1.778
H -0.389 2.201 2.432
H 0.137 0.417 2.504
C 0.865 1.365 0.986
N 1.594 0.001 0.500
C 0.908 -0.942 -0.052
N -0.178 -1.060 -0.447
C -0.309 -2.476 -0.800
H -0.548 -2.493 -2.080
H -1.181 -3.012 -0.276
C 1.142 -2.981 -0.615
N 1.804 -1.804 -0.289
C 3.117 -1.396 -0.054
H 3.312 -2.067 1.138
H 3.976 -2.016 -0.453
C 3.037 0.123 0.361
C 3.575 0.678 -0.672
C 3.590 2.167 -0.576
C 2.701 3.054 -1.492
C 2.547 4.288 -1.419
C 3.373 5.015 -0.317
C 4.201 4.118 0.434
C 4.291 2.813 0.301
H 5.058 2.528 0.953
H 4.845 4.777 1.015
O 3.267 6.338 0.116
H 2.593 6.742 -0.730
H 1.781 5.002 -1.823
H 2.172 2.366 -2.029
H 4.568 0.494 -0.583
H 3.073 0.347 -1.677
H 3.403 0.148 1.362
C 1.149 -4.021 0.438
C 0.767 -5.482 0.131
H 0.810 -6.235 1.002
H -0.320 -5.441 -0.014
H 1.104 -5.745 -0.849
C 0.517 -3.460 1.847
H -0.403 -3.365 1.657
H 1.091 -2.511 1.994
H 1.036 -4.144 2.525
H 2.391 -4.342 0.776
H 1.647 -3.662 -1.454
H 1.757 2.117 1.511
H 0.488 1.867 -0.069
H -1.362 -0.095 0.718
H -2.457 -0.287 -0.866
H -4.289 -1.155 -1.851
H -7.709 -0.860 -1.317
H -7.432 0.453 -2.339
H -6.685 -1.126 -2.687
```